58
Properties=species:S:1:pos:R:3:forces:R:3 method="wB97M-V/def2-TZVPD" e_above_lowest_kj_mol=109.9 total_energy_ev=-119466.196 charge=0 gap_ev=6.843
Ti -1.717 0.579 0.253 1.0 0.1 -0.3
O -5.084 1.129 1.466 -0.1 -0.1 0.2
C -4.116 0.526 1.139 0.2 -0.5 0.1
O -2.871 0.637 1.668 -1.2 0.2 0.1
C -4.088 -0.464 -0.104 0.5 0.1 0.5
O -5.056 -0.866 -0.651 0.0 -0.2 -0.1
O -2.783 -0.733 -0.438 -1.1 0.0 0.1
Te -3.466 2.580 -0.851 0.1 0.5 0.0
C -2.259 3.586 -2.234 0.1 0.0 0.0
C -1.070 4.235 -2.045 0.1 0.1 -0.1
C -0.585 4.876 -3.222 0.0 -0.1 0.1
C -1.416 4.702 -4.288 0.1 0.1 0.0
S -2.777 3.766 -3.858 -0.1 -0.1 -0.2
H -0.561 4.262 -1.092 0.0 0.0 0.0
H 0.337 5.439 -3.268 0.0 0.0 0.0
H -1.311 5.094 -5.288 0.0 0.0 0.0
F 7.473 -2.025 1.374 0.0 0.0 0.0
C 6.730 -2.498 0.361 -0.1 0.0 0.1
F 7.305 -2.071 -0.781 0.0 0.0 0.0
F 6.848 -3.839 0.369 0.0 0.0 0.0
C 5.295 -2.066 0.450 0.0 0.0 0.0
C 4.358 -2.690 -0.362 0.0 0.0 0.0
C 3.045 -2.260 -0.358 0.0 -0.1 0.0
C 2.653 -1.199 0.461 -0.1 0.1 0.0
C 3.597 -0.601 1.298 0.0 0.0 0.0
C 4.916 -1.026 1.286 -0.1 0.0 0.0
C 1.308 -0.699 0.425 0.1 -0.2 0.0
C 0.173 -0.269 0.397 0.0 0.0 0.2
H 4.657 -3.515 -0.995 0.0 0.0 0.0
H 2.310 -2.741 -0.989 0.0 0.0 0.0
H 3.284 0.200 1.953 0.0 0.0 0.0
H 5.647 -0.551 1.925 0.0 0.0 0.0
I 0.397 -0.559 4.059 0.0 0.1 0.0
C -0.795 -2.144 3.362 -0.1 -0.1 0.1
C -0.751 -3.331 4.083 0.0 0.0 0.0
C -1.591 -4.354 3.683 0.0 0.0 0.0
C -2.432 -4.147 2.600 0.0 0.0 0.0
C -2.379 -2.927 1.953 0.0 0.0 -0.1
N -1.564 -1.932 2.318 0.0 -0.1 0.1
H -0.090 -3.438 4.931 0.0 0.0 0.0
H -1.591 -5.297 4.215 0.0 0.0 0.0
H -3.118 -4.911 2.263 0.0 0.0 0.0
H -3.008 -2.734 1.092 0.0 0.0 0.0
Cl -2.775 3.907 2.779 -0.1 0.0 -0.1
C -1.202 3.191 2.955 0.1 -0.1 0.0
Cl -0.440 2.627 1.418 0.2 0.2 0.1
H -1.259 2.313 3.589 0.0 0.0 0.0
H -0.513 3.935 3.332 0.0 -0.1 0.1
C 0.299 1.565 -3.458 0.0 0.0 -0.1
C -0.791 0.908 -2.694 -0.1 0.1 0.1
C -1.789 0.053 -3.392 0.0 0.0 0.0
O -0.878 1.081 -1.479 0.4 0.1 -0.8
H -0.144 2.214 -4.220 0.0 0.0 0.0
H 0.877 0.794 -3.974 0.0 0.0 0.0
H 0.940 2.147 -2.803 0.0 0.0 0.0
H -1.581 -0.034 -4.455 0.0 0.0 0.0
H -2.774 0.504 -3.235 0.0 0.0 0.0
H -1.825 -0.930 -2.921 0.0 0.0 0.0